--- one ---
ORCA calculation (wB97M-V/def2-TZVPD) on a molecular structure, C18H13F8NOPPdSSe2Te.

```
47
Properties=species:S:1:pos:R:3:lowdin_charge:R:1
Te 1.00763 -3.42564 -1.26896 1.729
Pd 1.05809 0.33521 -1.69693 0.353
Se -1.38357 0.60208 -1.54261 0.315
Se 0.64549 0.15288 1.39726 0.241
S 1.66067 2.48020 -2.21559 0.630
P -1.33344 0.22252 0.62957 0.138
F 0.02385 -3.00904 0.25225 -0.379
F -0.58147 -3.90337 -2.12852 -0.381
F 5.50826 3.83651 -3.73357 0.126
F 1.97889 -4.21612 -2.66105 -0.389
F 0.97011 -5.16739 -0.58351 -0.379
F 5.65026 4.26845 -1.62756 0.127
F 3.76058 4.49884 -2.64984 0.122
F 2.60256 -3.26805 -0.28580 -0.393
O 1.13587 -1.79941 -2.00028 -0.692
N 3.09418 0.45688 -1.85383 -0.104
C 3.24209 1.77197 -2.12143 -0.647
C -2.83334 2.80354 3.42233 -0.089
C -2.35251 1.49049 1.46390 -0.389
C -2.95686 -2.92783 2.62078 -0.085
C -3.70709 -3.58408 1.65240 -0.093
C -2.02273 1.89850 2.75092 -0.114
C -3.48978 2.00367 0.84811 -0.107
C 4.83872 3.72205 -2.56200 -0.593
C 5.61056 1.42771 -2.08182 -0.007
C -3.74306 -3.09499 0.35664 -0.082
C 5.41487 0.08769 -1.79059 -0.042
C -4.29524 2.91104 1.51886 -0.091
C -3.96996 3.30934 2.80853 -0.101
C -3.03626 -1.94680 0.02310 -0.113
C -2.24667 -1.78661 2.29002 -0.107
C 4.53439 2.29014 -2.24882 -0.118
C -2.28913 -1.28941 0.98969 -0.405
C 4.10914 -0.36781 -1.67987 -0.082
H 3.85597 -1.39570 -1.45223 0.108
H 6.61453 1.82332 -2.17854 0.125
H -3.03362 -1.58254 -0.99642 0.056
H -4.24941 -4.48640 1.90669 0.096
H -2.57027 3.12104 4.42370 0.098
H -4.30592 -3.61739 -0.40653 0.101
H -1.62651 -1.29489 3.02949 0.089
H -3.73517 1.70329 -0.16369 0.075
H -2.91030 -3.31797 3.62980 0.098
H 6.24503 -0.58833 -1.65337 0.103
H -4.59798 4.02058 3.33082 0.095
H -1.11672 1.51881 3.20693 0.057
H -5.17477 3.31305 1.03155 0.098
```

Properties
- E_HOMO: -4.8 eV
- LUMO level: 2.2 eV
- Kohn-Sham gap: 0.2571 Eh
- Net charge: -1

--- two ---
ORCA calculation (wB97M-V/def2-TZVPD) on a molecular structure, C18H13F8NOPPdSSe2Te.

```
47
Properties=species:S:1:pos:R:3:lowdin_charge:R:1
Te -3.59292 -0.03937 0.86090 1.725
Pd 0.30027 -0.01689 0.05020 0.283
Se 0.64090 1.69646 1.78859 0.373
Se 0.35855 -1.97601 1.91246 0.310
S 2.29914 -0.08188 -1.25753 0.632
P 0.70974 -0.13658 2.97018 0.181
F 3.83755 -1.43191 -3.38545 0.118
F -3.84436 -1.70522 0.01736 -0.398
F -5.35287 -0.27927 1.44987 -0.382
F -3.14269 -0.91569 2.45026 -0.386
F -4.40875 0.78850 -0.60987 -0.391
F -3.67857 1.57914 1.80010 -0.388
F 3.35693 -3.49225 -3.84256 0.124
F 2.73687 -1.91934 -5.18463 0.122
O -1.93546 0.17067 0.25865 -0.697
N 0.10164 -1.27775 -1.50634 -0.132
C -1.61139 -1.11912 6.17509 -0.084
C 0.54466 -2.94376 -3.58557 -0.008
C -1.22542 1.11660 4.57867 -0.109
C 3.93739 -1.55657 5.04256 -0.088
C -2.35158 0.03450 6.40596 -0.091
C 2.71669 -1.44352 4.39831 -0.117
C -2.16189 1.14743 5.60411 -0.080
C -0.70172 -2.92064 -2.97750 -0.041
C -0.88571 -2.06062 -1.90927 -0.086
C -0.68873 -1.15622 5.14489 -0.112
C 1.32345 -1.25342 -2.07570 -0.671
C 4.45976 0.70936 4.45061 -0.090
C 3.23085 0.82654 3.81347 -0.112
C 1.57286 -2.12257 -3.14742 -0.119
C 2.34968 -0.24663 3.78568 -0.381
C 2.88033 -2.22352 -3.87050 -0.588
C 4.81372 -0.47874 5.06932 -0.099
C -0.48058 -0.03188 4.34964 -0.391
H -1.81557 -1.97664 -1.35841 0.104
H 4.21165 -2.49290 5.51233 0.099
H 5.14289 1.54957 4.45390 0.098
H -3.09074 0.05450 7.19721 0.097
H 0.72871 -3.61087 -4.41914 0.125
H -0.15397 -2.07406 4.93005 0.077
H -2.75796 2.03801 5.75625 0.102
H -1.50888 -3.55316 -3.31448 0.104
H -1.10250 1.97537 3.93219 0.056
H 2.95850 1.75058 3.32085 0.048
H 5.77383 -0.57129 5.56190 0.096
H -1.77152 -1.99957 6.78461 0.099
H 2.05482 -2.29916 4.33723 0.068
```

Properties
- E_HOMO: -4.7 eV
- LUMO level: 2.0 eV
- Kohn-Sham gap: 0.2429 Eh
- Net charge: -1

Energetically preferred structure: one | next structure: +8.7 kcal/mol